C46H75F3I2O23P2 | ωB97M-V/def2-TZVPD

Computed properties:
SMILES = CCCCCCCCc1c2c(c(I)c(C[C@H](O)C(F)(F)F)c1P(C)O)C(=O)C=C(P(O)I)C2=O.CCOC(=O)OC.CCOC(=O)OC.CCOC(=O)OC.CCOC(=O)OC.CCOC(=O)OC.CCOC(=O)OC
calculated total energy = -5106.11819 a.u.
LUMO = -1.58 eV
M = 1368.833 g mol⁻¹
HOMO-LUMO gap = 7.252 eV

XYZ file:
```
151
Properties=species:S:1:pos:R:3:forces:R:3:lowdin_charge:R:1
C 2.6346 4.7035 -1.2044 0.18 -0.30 -0.09 -0.10
C 2.0402 3.2955 -1.2689 -0.21 0.18 -0.37 -0.26
C 0.7373 3.1402 -0.4953 0.40 0.34 -0.09 -0.22
C 0.9036 3.2738 1.0157 -0.10 -0.24 -0.15 -0.20
C 1.1261 1.9618 1.7595 -0.34 -0.09 0.34 -0.19
C 0.1167 0.8382 1.4395 0.55 0.54 -0.38 -0.18
C 0.7294 -0.1980 0.5104 -0.19 -0.53 -0.02 -0.21
C -0.0173 -1.5497 0.4529 0.33 0.14 -0.05 -0.16
C 0.9362 -2.7172 0.5907 0.16 -0.35 -0.38 -0.13
C 0.9635 -3.4607 1.7809 0.34 0.03 -0.57 -0.03
C 1.8879 -4.4941 1.9670 0.55 0.00 -0.60 -0.12
C 2.8102 -4.8073 0.9563 -0.45 0.33 0.03 -0.50
I 4.3392 -6.2160 1.3114 -0.08 0.15 0.03 1.11
C 2.7693 -4.1205 -0.2764 -0.31 0.20 0.11 -0.24
C 3.7469 -4.4843 -1.3740 -0.13 -0.37 0.46 -0.13
C 3.6052 -5.8657 -2.0852 -0.06 0.59 -0.20 -0.28
O 4.1027 -5.7682 -3.4036 0.08 -0.06 -0.02 0.01
C 2.2027 -6.4764 -2.0895 0.30 -0.30 -0.27 -0.60
F 1.2404 -5.5900 -2.3712 -0.32 0.42 -0.12 0.14
F 2.1262 -7.4267 -3.0352 -0.04 -0.16 -0.09 0.15
F 1.8808 -7.0471 -0.9348 0.02 -0.07 0.47 0.15
C 1.8424 -3.0564 -0.4614 -0.07 -0.63 0.61 -0.19
P 1.7273 -1.9440 -1.9616 -0.58 0.44 0.21 0.96
C 1.7635 -2.9213 -3.4900 0.25 0.06 -0.03 -0.24
O 3.2612 -1.3098 -2.0269 0.27 -0.33 0.07 -0.30
C 1.8453 -5.2139 3.2776 -0.14 0.60 -0.49 -0.39
O 2.0820 -6.3766 3.4005 0.35 -1.22 0.14 0.07
C 1.4317 -4.4067 4.4286 -0.17 0.75 0.35 -0.02
C 0.5503 -3.4199 4.2710 0.96 -0.01 0.61 -0.33
P -0.1363 -2.4004 5.6428 -1.16 0.27 0.29 0.55
O 0.8286 -1.0770 5.6584 0.18 -0.39 -0.68 -0.37
I 0.5138 -3.6414 7.6690 0.25 -0.01 -0.07 0.44
C 0.0179 -3.1993 2.9017 0.44 -0.31 0.16 -0.35
O -1.1327 -2.8986 2.7539 -1.06 0.37 -0.06 0.11
H 1.8710 5.4549 -1.0323 -0.15 0.12 0.12 0.07
H 3.1056 4.9418 -2.1517 0.19 0.11 -0.12 0.07
H 3.3990 4.7856 -0.4399 0.06 0.16 0.24 0.06
H 2.7783 2.5536 -0.9708 0.12 -0.15 0.16 0.10
H 1.8196 3.0860 -2.3127 -0.03 -0.16 -0.19 0.10
H 0.0805 3.9381 -0.8339 -0.20 0.10 -0.14 0.10
H 0.2721 2.2106 -0.8027 -0.26 -0.20 0.18 0.09
H 0.0345 3.7820 1.4223 -0.24 -0.03 0.18 0.11
H 1.7467 3.9323 1.2099 0.14 0.19 0.10 0.09
H 2.1395 1.6057 1.5908 0.24 -0.11 -0.09 0.09
H 1.0554 2.1599 2.8265 0.15 0.16 0.20 0.10
H -0.2264 0.3749 2.3584 -0.09 -0.16 0.17 0.10
H -0.7345 1.3059 0.9527 -0.41 -0.15 0.03 0.11
H 1.7512 -0.3923 0.8402 0.21 0.02 0.09 0.10
H 0.7950 0.1754 -0.5042 0.15 0.29 -0.17 0.07
H -0.5498 -1.6631 -0.4836 -0.18 0.15 -0.17 0.10
H -0.7526 -1.5696 1.2380 -0.16 -0.10 0.05 0.09
H 3.7800 -3.7179 -2.1258 -0.10 0.19 -0.23 0.08
H 4.7345 -4.4818 -0.9214 0.23 -0.04 -0.01 0.09
H 4.2410 -6.5926 -1.6042 0.09 -0.24 0.23 0.10
H 3.4086 -5.4934 -4.0101 -0.03 0.06 -0.06 0.09
H 0.7457 -3.1652 -3.7613 -0.28 -0.17 0.02 0.04
H 2.1419 -2.2479 -4.2549 0.03 0.23 -0.06 0.05
H 2.3779 -3.8021 -3.5034 0.11 -0.26 -0.01 0.00
H 3.4016 -0.7944 -1.2254 0.09 0.20 -0.07 0.04
H 1.8393 -4.6430 5.3978 0.03 -0.34 0.14 0.05
H 1.5009 -1.1114 4.9618 0.30 0.13 0.33 0.05
C 5.9784 0.4918 6.9767 0.11 -0.11 -0.19 -0.06
C 5.0458 1.4780 6.3091 -0.07 -0.01 0.43 -0.20
O 5.4326 1.7342 4.9460 0.00 -0.21 -0.07 0.01
C 5.0771 0.8031 4.0701 -0.02 -0.08 -0.09 -0.60
O 4.4435 -0.1945 4.3104 -0.09 -0.02 0.03 0.11
O 5.5278 1.1461 2.8561 0.03 -0.19 0.28 -0.01
C 5.2626 0.1623 1.8563 -0.13 -0.02 -0.35 -0.04
H 7.0121 0.8286 6.8914 -0.01 0.06 0.07 0.08
H 5.7267 0.3928 8.0319 -0.02 0.03 0.01 0.08
H 5.9065 -0.4909 6.5119 -0.07 0.00 0.02 0.08
H 5.0975 2.4463 6.8027 0.04 0.07 -0.13 0.13
H 4.0112 1.1389 6.3414 0.02 -0.06 -0.11 0.12
H 4.2103 -0.1160 1.8755 0.00 -0.09 0.01 0.08
H 5.8823 -0.7222 1.9941 -0.03 -0.01 0.14 0.10
H 5.5033 0.6147 0.8973 0.06 0.14 0.08 0.10
C -7.5039 -2.7943 7.8824 0.20 -0.08 -0.02 -0.07
C -7.5373 -1.6038 6.9483 -0.33 -0.07 0.13 -0.22
O -6.2175 -1.1518 6.6167 0.05 0.03 -0.01 0.03
C -5.5907 -1.8650 5.6790 -0.04 0.06 -0.04 -0.61
O -6.0471 -2.8092 5.0868 0.02 -0.03 0.02 0.12
O -4.3826 -1.3400 5.4993 0.06 0.02 -0.01 0.01
C -3.5671 -2.0296 4.5435 -0.06 -0.01 -0.15 -0.07
H -6.9066 -2.5667 8.7660 -0.07 0.04 0.04 0.08
H -8.5140 -3.0549 8.1983 -0.02 0.02 0.00 0.08
H -7.0614 -3.6606 7.3925 -0.05 0.00 -0.05 0.08
H -8.0151 -0.7538 7.4319 0.12 0.08 0.00 0.12
H -8.0914 -1.8267 6.0372 0.10 -0.05 -0.05 0.12
H -4.0877 -2.1424 3.5955 -0.09 -0.08 0.04 0.10
H -3.2757 -3.0026 4.9325 -0.04 -0.05 -0.05 0.09
H -2.6831 -1.4262 4.3933 0.03 0.13 0.12 0.05
C -4.7118 -1.4515 -2.3411 -0.06 0.16 0.14 -0.05
C -4.0098 -0.7855 -3.5028 0.03 -0.40 0.01 -0.20
O -4.3395 0.6138 -3.5945 0.02 0.02 -0.12 0.04
C -3.6898 1.4077 -2.7524 -0.10 -0.02 -0.02 -0.61
O -2.8630 1.0711 -1.9461 0.10 0.03 0.08 0.12
O -4.1098 2.6595 -2.9617 0.09 -0.03 0.41 -0.03
C -3.5304 3.6201 -2.0752 0.03 0.24 0.09 -0.03
H -5.7876 -1.2808 -2.3979 0.00 -0.06 -0.06 0.08
H -4.5233 -2.5240 -2.3582 0.02 -0.02 -0.06 0.08
H -4.3593 -1.0533 -1.3900 0.06 -0.02 -0.02 0.08
H -4.3383 -1.2157 -4.4445 -0.07 0.08 -0.09 0.12
H -2.9294 -0.9057 -3.4411 0.03 0.10 0.07 0.12
H -2.4447 3.5529 -2.0835 0.01 -0.08 0.04 0.09
H -3.9071 3.4730 -1.0646 0.08 -0.06 0.03 0.10
H -3.8347 4.6013 -2.4289 -0.09 -0.07 -0.12 0.10
C -6.4097 7.0595 -7.8146 0.08 -0.06 0.19 -0.07
C -5.8300 6.0421 -8.7735 -0.24 0.21 -0.17 -0.22
O -4.6953 5.3683 -8.2119 0.05 -0.03 0.01 0.03
C -4.9836 4.3884 -7.3526 -0.01 -0.04 -0.10 -0.61
O -6.0884 4.0190 -7.0473 0.00 0.02 0.04 0.12
O -3.8393 3.8791 -6.9083 0.10 -0.08 0.05 0.01
C -3.9912 2.8370 -5.9306 0.02 -0.07 -0.12 -0.03
H -5.6356 7.7524 -7.4829 -0.01 0.05 -0.08 0.08
H -7.2042 7.6262 -8.2999 0.01 0.00 -0.03 0.08
H -6.8234 6.5713 -6.9332 -0.04 -0.04 -0.04 0.08
H -5.4534 6.5338 -9.6685 0.13 -0.04 0.03 0.12
H -6.5780 5.3123 -9.0812 0.02 -0.07 0.10 0.12
H -4.6508 2.0545 -6.2987 -0.08 0.05 0.00 0.10
H -4.3716 3.2380 -4.9982 -0.10 0.00 -0.19 0.08
H -3.0006 2.4196 -5.7674 0.06 0.13 -0.07 0.10
C -3.1321 -2.6516 -7.4642 0.18 -0.06 0.11 -0.06
C -4.0376 -3.8386 -7.2144 -0.17 0.27 -0.14 -0.21
O -3.2929 -5.0073 -6.8374 0.00 -0.03 -0.01 0.04
C -2.8935 -5.0486 -5.5691 -0.07 -0.06 -0.04 -0.61
O -3.1170 -4.2182 -4.7244 0.01 0.12 0.04 0.11
O -2.2128 -6.1762 -5.3841 0.02 -0.04 0.01 0.01
C -1.6828 -6.3323 -4.0646 0.12 -0.11 0.14 -0.03
H -2.3626 -2.9077 -8.1932 -0.06 0.01 -0.07 0.08
H -3.7101 -1.8097 -7.8449 -0.03 -0.01 -0.02 0.08
H -2.6337 -2.3408 -6.5462 -0.06 0.01 0.03 0.07
H -4.5600 -4.1183 -8.1268 0.06 -0.13 -0.01 0.12
H -4.7866 -3.6183 -6.4549 0.07 -0.03 0.10 0.12
H -2.4603 -6.2106 -3.3143 -0.02 0.08 -0.01 0.10
H -0.8839 -5.6131 -3.8944 -0.05 0.06 0.05 0.08
H -1.2767 -7.3378 -4.0090 -0.02 -0.02 -0.13 0.10
C 5.6815 4.2228 3.1102 0.23 0.48 0.08 -0.05
C 4.7666 5.4189 2.9583 -0.08 -0.30 -0.28 -0.20
O 4.8754 6.3224 4.0711 -0.03 0.01 0.04 0.04
C 5.9250 7.1386 4.0419 -0.08 0.07 -0.03 -0.61
O 6.7513 7.2096 3.1695 0.04 -0.03 0.01 0.12
O 5.8954 7.8894 5.1451 0.01 -0.02 0.02 0.00
C 6.9938 8.7946 5.2710 0.06 0.13 0.09 -0.04
H 5.5194 3.7227 4.0591 -0.12 0.04 -0.06 0.06
H 5.5093 3.5111 2.3089 -0.05 -0.03 -0.06 0.07
H 6.7263 4.5337 3.0750 -0.01 0.02 -0.09 0.09
H 3.7245 5.1014 2.9529 -0.04 0.08 0.14 0.12
H 4.9532 5.9560 2.0284 0.10 0.08 0.06 0.12
H 7.0986 9.4066 4.3784 0.02 -0.05 -0.05 0.09
H 7.9164 8.2464 5.4550 0.02 0.00 -0.08 0.10
H 6.7695 9.4274 6.1244 -0.07 -0.06 0.02 0.09
```
Forces are in eV/Å.